No. 1
Below is a cluster of 2 separate species, C17H11N5O4 in total, with properties calculated with the ωB97M-V functional and the def2-TZVPD basis.

Element x y z (Å)
N -2.1305 -5.9077 2.5552
C -1.6381 -4.8495 2.4971
C -1.0519 -3.5455 2.4169
C 0.3072 -3.2287 2.3237
C 0.7373 -1.8638 2.2223
N 2.1321 -1.5705 2.3409
O 2.9358 -2.5152 2.5194
O 2.5021 -0.3746 2.2830
C -0.1848 -0.8056 2.1129
C -1.5201 -1.1383 2.2984
C -1.9856 -2.4633 2.4416
N -3.3282 -2.5737 2.5991
O -3.7709 -1.2467 2.5785
N -2.6691 -0.3348 2.3819
O -2.8586 0.8662 2.3459
H 1.0504 -4.0222 2.3389
H 0.1059 0.2265 1.9737
C 1.3239 4.1383 -2.7948
C 1.0240 3.0392 -1.8132
C 1.2291 3.2806 -0.4662
C 0.9371 2.2803 0.4829
N 0.4471 1.0881 0.1567
C 0.2746 0.7895 -1.1561
C -0.1810 -0.5038 -1.5085
C -0.3913 -0.8541 -2.8319
C -0.1536 0.0886 -3.8515
C 0.3028 1.3646 -3.5438
C 0.5415 1.7610 -2.2046
H 1.1460 3.8476 -3.8310
H 0.7094 5.0258 -2.5846
H 2.3723 4.4578 -2.7093
H 1.6108 4.2376 -0.1170
H 1.1126 2.4699 1.5436
H -0.3550 -1.1999 -0.6884
H -0.7399 -1.8561 -3.0714
H -0.3277 -0.1860 -4.8922
H 0.4845 2.0784 -4.3480

Computed properties:
Multiplicity: 1
HOMO energy (eV): -9.033
Total charge: 0



No. 2
Below is a structure of composition C40H37Co2N3O5P, with properties calculated with the ωB97M-V functional and the def2-TZVPD basis.

Element x y z (Å)
C -2.0060 1.1684 2.0719
N -1.3738 -0.1076 1.8617
C -2.1955 -1.2687 2.0846
C -1.6148 -2.4291 1.3207
C -0.1793 -2.6492 1.7019
N 0.5594 -1.4062 1.7239
C 1.9906 -1.6157 1.8132
C 2.6969 -0.3174 2.0431
C 2.0480 0.7715 1.2460
N 0.6603 0.9563 1.5949
C -0.0158 -0.1664 1.7405
H -1.3221 1.9606 1.7608
H -2.9249 1.2214 1.4730
H -2.2718 1.3138 3.1299
H -2.2313 -1.5035 3.1617
H -3.2141 -1.0447 1.7444
H -2.1910 -3.3302 1.5422
H -1.6883 -2.2399 0.2450
H -0.1141 -3.1100 2.7030
H 0.2984 -3.3321 0.9817
H 2.2150 -2.3101 2.6341
H 2.3376 -2.0627 0.8699
H 2.6552 -0.0572 3.0990
H 3.7432 -0.3978 1.7508
H 2.5515 1.7226 1.4212
H 2.1652 0.5592 0.1666
O 2.4648 7.9648 0.2488
C 2.1725 7.2820 1.1370
Co 1.8350 6.2942 2.5470
C 2.5142 4.7629 2.0561
O 3.0976 3.7993 1.7715
C 3.1716 6.8188 3.5976
O 4.1494 7.0841 4.1563
C 0.2868 6.9657 3.0712
C 0.1463 5.8166 2.2285
C -0.7068 5.1070 1.4343
C -0.3250 4.5734 0.1300
C -0.5362 5.1830 -1.1254
C -0.2352 4.4868 -2.2958
C 0.2189 3.1595 -2.2404
C 0.4937 2.5704 -0.9984
C 0.2655 3.3031 0.1548
Co -0.0594 5.6807 4.3865
C -0.0565 3.9395 4.3752
O -0.0113 2.7766 4.2892
C -1.5981 6.3351 4.8188
O -2.6288 6.7521 5.1599
P 0.9569 6.0871 6.2027
C 2.4363 5.0680 6.5955
C 2.9767 5.0422 7.8943
C 4.0887 4.2398 8.1733
C 4.6605 3.4559 7.1634
C 4.1107 3.4603 5.8801
C 3.0043 4.2666 5.5984
C 1.4817 7.8330 6.4550
C 2.7715 8.1677 6.8948
C 3.1087 9.5048 7.1314
C 2.1744 10.5179 6.8921
C 0.9150 10.1966 6.3778
C 0.5622 8.8583 6.1730
C -0.0779 5.7249 7.6917
C -0.3883 6.6749 8.6779
C -1.2354 6.3343 9.7408
C -1.7804 5.0488 9.8230
C -1.4532 4.0913 8.8581
C -0.5893 4.4234 7.8109
H -0.1348 7.9591 3.0286
H -1.7817 5.0943 1.7057
H -0.9165 6.2060 -1.1398
H -0.3585 4.9716 -3.2668
H 0.3586 2.5681 -3.1457
H 0.8674 1.5481 -0.9260
H 0.4733 2.8918 1.1453
H 2.5244 5.6480 8.6839
H 4.5050 4.2344 9.1822
H 5.5357 2.8407 7.3803
H 4.5393 2.8449 5.0879
H 2.5821 4.2691 4.5867
H 3.5075 7.3838 7.0682
H 4.1068 9.7471 7.5027
H 2.4347 11.5555 7.1081
H 0.1964 10.9808 6.1420
H -0.4329 8.6117 5.7956
H 0.0345 7.6781 8.6212
H -1.4618 7.0794 10.5055
H -2.4499 4.7900 10.6446
H -1.8614 3.0815 8.9174
H -0.3116 3.6594 7.0809

Computed properties:
Multiplicity: 1
Relative energy (zero: lowest compared OMol25 entry of this formula, charge and spin) (kJ/mol): 0.0
HOMO energy (eV): -2.385
Total charge: -1



Kohn-Sham gap: 6.85, 4.78 (eV)